{"formula": "C25H13BeF10N5S2", "method": "ωB97M-V/def2-TZVPD", "relative_energy_kcal_mol": 0.0, "gap_ev": 5.7476, "fmax_ev_per_a": 1.89, "total_energy_ev": -82835.741, "total_charge": -2, "symbols": ["Be", "C", "N", "C", "C", "N", "C", "C", "F", "C", "F", "C", "F", "C", "F", "C", "F", "C", "C", "N", "C", "C", "F", "C", "F", "C", "F", "C", "F", "C", "F", "H", "H", "H", "H", "H", "H", "H", "H", "H", "H", "H", "S", "C", "C", "C", "C", "N", "C", "C", "C", "S", "C", "N", "H", "H"], "positions_angstrom": [[-1.719, -15.066, 6.906], [-2.997, -12.734, 6.130], [-2.225, -13.421, 7.160], [-0.918, -12.697, 7.350], [0.055, -13.643, 8.094], [-0.109, -14.933, 7.508], [0.724, -15.916, 7.950], [1.269, -16.874, 7.045], [0.889, -16.855, 5.784], [2.247, -17.811, 7.369], [2.657, -18.672, 6.439], [2.850, -17.745, 8.621], [3.755, -18.672, 9.018], [2.287, -16.888, 9.588], [2.768, -16.932, 10.884], [1.316, -15.994, 9.259], [0.907, -15.143, 10.217], [-3.016, -13.479, 8.415], [-2.788, -14.719, 9.243], [-2.643, -15.813, 8.319], [-2.504, -17.021, 8.837], [-2.008, -18.086, 8.077], [-1.439, -17.815, 6.879], [-1.878, -19.369, 8.512], [-1.418, -20.323, 7.677], [-2.348, -19.745, 9.774], [-2.274, -21.054, 10.190], [-2.832, -18.745, 10.593], [-3.275, -19.025, 11.845], [-2.956, -17.466, 10.136], [-3.573, -16.580, 10.972], [-3.267, -11.714, 6.506], [-3.905, -13.286, 5.884], [-2.475, -12.594, 5.204], [-1.066, -11.760, 7.923], [-0.576, -12.448, 6.336], [-0.191, -13.559, 9.189], [1.096, -13.215, 7.996], [-4.053, -13.525, 8.056], [-2.863, -12.606, 9.050], [-3.677, -14.768, 9.898], [-1.961, -14.568, 9.916], [-0.587, -13.254, 3.585], [-0.544, -14.930, 3.235], [0.327, -15.368, 2.216], [0.474, -16.680, 1.774], [1.396, -16.968, 0.692], [2.143, -17.123, -0.156], [-0.288, -17.691, 2.419], [-1.169, -17.313, 3.428], [-1.360, -15.982, 3.840], [-2.587, -15.657, 5.061], [-0.171, -19.050, 2.075], [-0.124, -20.168, 1.818], [0.894, -14.584, 1.699], [-1.762, -18.087, 3.889]], "forces_ev_per_angstrom": [[0.0112, -1.1575, 0.0342], [-1.0410, 1.1182, 0.3399], [0.8799, 0.8681, 0.7877], [0.0367, -0.2961, 0.0022], [-0.1321, 1.7414, 0.5135], [-0.1881, -0.5451, -0.1741], [1.3712, -0.3180, 0.1267], [-0.0974, 0.0531, 0.8638], [-0.3571, 0.1065, -0.6609], [-0.1058, 0.9792, 0.6598], [0.2197, -0.1448, -0.0016], [-0.8919, -0.3439, 0.7966], [-0.0382, 0.1776, -0.1783], [1.6113, -0.8446, 0.3211], [-0.3932, 0.0394, -1.2241], [-1.0482, 0.4537, -1.2220], [-0.0875, -0.0284, 0.3602], [-0.5753, -0.0186, -0.5076], [-1.1003, 0.4408, -0.1123], [0.4796, 1.0190, -0.4917], [-1.0642, -1.0290, 1.1803], [1.2450, 0.2647, -0.9445], [-0.4038, -0.1277, 0.3258], [-0.7771, -1.2671, 0.5436], [0.0948, 0.3049, 0.3051], [0.5950, -0.7274, -0.1409], [-0.0681, 0.9146, -0.2067], [-0.2768, -0.6398, 0.4937], [0.1233, -0.1180, -0.3741], [0.2806, 1.2858, -0.8913], [0.1288, -0.3778, 0.0960], [-0.0128, -0.5339, -0.0744], [0.0804, -0.0003, 0.2250], [0.6606, -0.3398, -0.2919], [-0.0933, -0.2863, -0.1958], [0.1255, -0.2562, 0.2924], [0.1832, -0.1829, -0.7627], [-0.6893, -0.4539, -0.0176], [0.1321, 0.1889, 0.3271], [-0.0724, 0.4178, -0.1805], [0.2797, -0.1190, -0.2690], [0.7918, -0.2034, 0.3092], [-0.0607, 0.1433, 0.1661], [-0.5712, -1.2582, 0.1274], [0.5124, 0.2002, -0.8353], [-0.2613, -0.0696, 0.4567], [-1.1493, 0.4164, 1.4411], [0.7937, -0.2705, -0.9833], [0.4169, 1.1050, -0.1840], [-0.2305, 0.7811, 0.0328], [0.8904, 0.3183, -0.3343], [0.0434, -0.1565, -0.0605], [-0.0786, -0.1677, -0.0677], [0.1015, -0.6594, -0.2108], [-0.1589, -0.3776, 0.2730], [-0.0640, -0.0191, 0.1972]], "nbo_charge": [1.581, -0.429, -0.615, -0.231, -0.225, -0.899, 0.100, 0.314, -0.284, 0.272, -0.295, 0.220, -0.317, 0.240, -0.326, 0.303, -0.330, -0.217, -0.243, -0.831, 0.188, 0.259, -0.304, 0.286, -0.301, 0.193, -0.323, 0.265, -0.318, 0.221, -0.336, 0.147, 0.218, 0.273, 0.165, 0.249, 0.162, 0.177, 0.201, 0.179, 0.190, 0.171, -0.467, -0.176, -0.140, -0.191, 0.321, -0.392, -0.227, -0.163, -0.153, -0.521, 0.328, -0.402, 0.211, 0.224]}